[1]
{"formula": "C29H58N4OS", "method": "the ωB97M-V functional and the def2-TZVPD basis", "e_homo_ev": -9.76, "smiles": "CCCCC[C@](C#N)(N=C=S)[C@](O)(C#N)CN.CCCCCC.CCCCCC.CCCCCC", "e_tot_ev": -49854.9549, "gap_ev": 9.384, "elements": ["C", "C", "C", "C", "C", "C", "C", "N", "N", "C", "S", "C", "O", "C", "N", "C", "N", "H", "H", "H", "H", "H", "H", "H", "H", "H", "H", "H", "H", "H", "H", "H", "H", "C", "C", "C", "C", "C", "C", "H", "H", "H", "H", "H", "H", "H", "H", "H", "H", "H", "H", "H", "H", "C", "C", "C", "C", "C", "C", "H", "H", "H", "H", "H", "H", "H", "H", "H", "H", "H", "H", "H", "H", "C", "C", "C", "C", "C", "C", "H", "H", "H", "H", "H", "H", "H", "H", "H", "H", "H", "H", "H", "H"], "coordinates": [[3.741, 4.508, -0.147], [3.117, 3.091, 0.196], [2.170, 2.542, -0.928], [0.726, 3.198, -0.927], [-0.070, 2.580, 0.270], [-1.376, 3.344, 0.669], [-1.098, 4.877, 0.797], [-0.749, 5.938, 0.590], [-1.713, 2.879, 2.085], [-2.064, 3.820, 2.781], [-3.034, 4.777, 3.629], [-2.655, 3.023, -0.227], [-3.714, 2.478, 0.570], [-2.367, 2.043, -1.392], [-2.231, 1.164, -2.095], [-3.286, 4.312, -0.896], [-2.436, 4.844, -1.994], [4.569, 4.681, 0.585], [2.954, 5.283, 0.031], [4.138, 4.512, -1.187], [2.655, 3.150, 1.211], [3.982, 2.377, 0.293], [2.098, 1.429, -0.825], [2.669, 2.749, -1.915], [0.860, 4.304, -0.880], [0.285, 2.951, -1.931], [-0.223, 1.484, 0.094], [0.609, 2.638, 1.165], [-3.433, 1.553, 0.713], [-4.230, 3.942, -1.383], [-3.586, 5.081, -0.144], [-2.110, 5.755, -1.645], [-3.032, 5.100, -2.786], [1.025, 1.208, -5.074], [1.843, 2.472, -5.307], [1.929, 2.876, -6.779], [2.621, 1.863, -7.694], [4.052, 1.501, -7.298], [5.008, 2.688, -7.338], [1.473, 0.341, -5.564], [0.965, 0.989, -4.005], [0.006, 1.329, -5.450], [2.845, 2.344, -4.886], [1.379, 3.293, -4.750], [2.441, 3.841, -6.849], [0.915, 3.048, -7.158], [2.625, 2.265, -8.713], [2.026, 0.946, -7.737], [4.419, 0.738, -7.992], [4.073, 1.045, -6.304], [5.036, 3.133, -8.335], [6.020, 2.366, -7.085], [4.720, 3.462, -6.623], [-0.100, 0.632, 4.066], [-0.500, -0.330, 2.953], [-0.654, -1.775, 3.425], [0.620, -2.421, 3.974], [1.805, -2.444, 3.009], [1.539, -3.257, 1.747], [0.877, 0.381, 4.484], [-0.043, 1.650, 3.679], [-0.835, 0.618, 4.875], [0.226, -0.268, 2.136], [-1.458, 0.002, 2.538], [-1.039, -2.377, 2.596], [-1.423, -1.813, 4.205], [0.384, -3.449, 4.272], [0.923, -1.907, 4.891], [2.664, -2.881, 3.528], [2.099, -1.426, 2.737], [1.285, -4.290, 1.995], [2.428, -3.272, 1.113], [0.722, -2.833, 1.158], [-0.524, -7.194, 3.441], [-1.900, -7.332, 2.802], [-2.590, -5.991, 2.554], [-2.891, -5.171, 3.810], [-3.757, -5.874, 4.856], [-5.151, -6.222, 4.350], [-0.582, -6.735, 4.430], [-0.061, -8.176, 3.560], [0.136, -6.585, 2.817], [-2.530, -7.979, 3.421], [-1.787, -7.845, 1.841], [-3.520, -6.170, 2.005], [-1.962, -5.387, 1.889], [-3.386, -4.243, 3.506], [-1.949, -4.868, 4.280], [-3.857, -5.211, 5.722], [-3.261, -6.778, 5.221], [-5.681, -5.325, 4.020], [-5.738, -6.684, 5.146], [-5.114, -6.926, 3.516]], "atomic_forces_ev_per_a": [[-0.579, -0.804, 0.875], [0.964, 0.094, -0.498], [0.022, 0.429, 0.281], [0.933, -0.987, -0.583], [0.987, 0.954, -0.045], [0.672, -0.075, 0.953], [-0.332, -3.692, -1.582], [0.343, 1.760, 0.175], [0.781, 1.600, -0.663], [-2.901, -0.551, 1.352], [1.762, -0.705, -0.727], [-1.053, 0.905, -1.180], [1.313, -0.585, -0.867], [-0.227, 2.266, 3.089], [0.248, -1.360, -1.413], [-0.800, -0.667, -0.964], [-0.453, 1.008, 0.977], [-0.596, 0.083, -0.733], [0.804, -0.396, -0.489], [-0.342, 0.203, 0.748], [0.116, -0.141, -0.799], [-0.828, 0.540, -0.047], [-0.118, 0.823, -0.138], [-0.481, -0.228, 0.826], [-0.362, -0.770, 0.192], [0.006, 0.310, 1.043], [-0.397, 0.996, 0.116], [-0.749, 0.000, -0.704], [-0.542, 0.439, 0.340], [0.747, 0.201, 0.759], [0.430, -0.762, -0.297], [0.352, -0.508, -0.390], [0.245, -0.388, 0.319], [0.096, -0.008, 0.128], [-0.143, 0.033, -0.018], [0.093, 0.103, -0.007], [-0.069, -0.111, 0.036], [0.002, 0.053, -0.147], [0.086, -0.099, 0.114], [-0.043, 0.011, 0.005], [-0.071, -0.052, -0.048], [0.029, -0.041, 0.006], [0.009, 0.025, -0.042], [0.069, -0.002, -0.012], [-0.008, -0.025, -0.023], [0.018, -0.010, 0.036], [0.024, -0.014, 0.024], [-0.006, 0.036, 0.003], [-0.036, -0.012, 0.061], [-0.044, 0.007, -0.018], [-0.021, 0.030, 0.040], [-0.011, 0.080, -0.026], [0.012, 0.010, -0.045], [0.112, 0.069, -0.099], [-0.104, 0.006, 0.094], [-0.024, -0.096, -0.108], [0.038, 0.098, 0.092], [-0.030, -0.159, 0.041], [0.121, 0.113, -0.062], [-0.046, -0.012, 0.028], [0.004, -0.021, 0.091], [0.046, -0.008, 0.004], [-0.003, -0.045, 0.001], [0.050, -0.009, -0.030], [0.007, -0.016, 0.033], [0.009, 0.020, -0.029], [0.021, 0.011, -0.026], [-0.032, -0.010, -0.014], [-0.019, 0.070, 0.000], [-0.030, 0.000, 0.033], [-0.041, 0.030, -0.018], [-0.067, -0.051, -0.024], [0.001, -0.051, 0.006], [-0.037, -0.132, 0.058], [0.093, 0.066, -0.101], [-0.118, -0.018, -0.032], [0.126, 0.008, 0.054], [-0.069, 0.132, -0.039], [0.013, -0.118, 0.122], [0.035, 0.011, -0.034], [0.048, 0.067, 0.016], [-0.014, 0.016, 0.046], [-0.021, 0.036, -0.016], [-0.058, -0.002, 0.047], [0.016, 0.024, 0.016], [0.002, -0.030, 0.015], [0.003, -0.019, 0.026], [-0.009, 0.011, -0.032], [0.056, -0.046, -0.011], [0.025, 0.028, -0.027], [0.014, -0.036, -0.037], [-0.039, 0.018, -0.073], [-0.029, 0.039, 0.000]], "mulliken_charge": [-1.133, -0.450, -0.543, 0.048, -1.445, 2.255, -0.497, -0.586, -0.432, 0.310, -0.224, 1.109, -0.590, -0.050, -0.569, -1.436, -0.470, 0.376, 0.274, 0.279, 0.188, 0.409, 0.414, 0.072, 0.226, 0.244, 0.393, -0.016, 0.444, 0.569, 0.306, 0.259, 0.254, -1.185, -0.034, -0.922, -0.755, -0.358, -1.187, 0.348, 0.326, 0.288, 0.193, 0.292, 0.339, 0.397, 0.400, 0.304, 0.366, 0.252, 0.295, 0.373, 0.284, -1.312, 0.305, -0.610, -0.757, -0.459, -0.917, 0.359, 0.323, 0.277, 0.027, 0.133, 0.238, 0.400, 0.291, 0.344, 0.403, 0.238, 0.056, 0.388, 0.269, -0.959, -0.468, -0.764, -0.020, -0.551, -1.237, 0.268, 0.381, 0.107, 0.266, 0.370, 0.340, 0.344, 0.366, -0.068, 0.383, 0.277, 0.298, 0.383, 0.287]}

---

[2]
{"formula": "C46H50ClInN3O4PSSi", "method": "the ωB97M-V functional and the def2-TZVPD basis", "e_homo_ev": -7.12, "e_tot_ev": -106870.0626, "e_above_lowest_kj_mol": 0.0, "gap_ev": 7.257, "elements": ["In", "O", "N", "O", "C", "C", "C", "C", "C", "C", "P", "C", "C", "C", "C", "C", "C", "C", "C", "C", "C", "C", "C", "H", "H", "H", "H", "H", "H", "H", "H", "H", "H", "H", "H", "H", "H", "H", "Cl", "C", "C", "C", "C", "C", "C", "C", "H", "H", "H", "H", "H", "H", "C", "N", "N", "C", "O", "C", "C", "C", "C", "C", "C", "C", "C", "C", "H", "H", "H", "H", "H", "H", "H", "H", "H", "H", "H", "H", "C", "S", "C", "O", "H", "H", "H", "H", "H", "H", "C", "Si", "C", "C", "C", "C", "C", "C", "C", "H", "H", "H", "H", "H", "H", "H", "H", "H", "H", "H"], "coordinates": [[-0.497, -0.359, 1.960], [0.767, -1.665, 3.617], [1.021, -2.622, 2.874], [0.640, -2.434, 1.694], [-0.068, -6.275, -3.316], [0.479, -5.173, -3.967], [0.477, -3.927, -3.358], [-0.079, -3.762, -2.088], [-0.623, -4.871, -1.445], [-0.616, -6.123, -2.052], [-0.223, -2.121, -1.231], [1.321, -1.330, -1.848], [1.364, -0.062, -2.416], [2.570, 0.487, -2.847], [3.751, -0.222, -2.691], [3.727, -1.467, -2.070], [2.525, -2.015, -1.652], [-1.551, -1.447, -2.341], [-2.835, -1.495, -1.797], [-3.948, -1.109, -2.536], [-3.789, -0.658, -3.839], [-2.517, -0.616, -4.399], [-1.409, -1.019, -3.661], [-0.062, -7.247, -3.794], [0.909, -5.286, -4.955], [0.916, -3.083, -3.876], [-1.050, -4.751, -0.454], [-1.035, -6.978, -1.535], [0.446, 0.505, -2.514], [2.581, 1.471, -3.304], [4.688, 0.196, -3.039], [4.654, -2.010, -1.916], [2.514, -2.983, -1.164], [-2.953, -1.849, -0.778], [-4.938, -1.166, -2.095], [-4.651, -0.358, -4.424], [-2.386, -0.284, -5.423], [-0.434, -1.005, -4.131], [-2.763, 2.175, 3.375], [-1.489, 3.290, 2.977], [-1.846, 4.607, 2.728], [-0.883, 5.523, 2.341], [0.435, 5.103, 2.231], [0.780, 3.792, 2.518], [-0.163, 2.826, 2.890], [0.245, 1.433, 3.177], [-2.883, 4.903, 2.842], [-1.157, 6.555, 2.153], [1.206, 5.811, 1.946], [1.818, 3.485, 2.462], [-0.203, 1.071, 4.106], [1.324, 1.308, 3.195], [5.517, 2.937, 0.181], [4.305, 2.282, -0.309], [3.887, 1.124, 0.342], [2.494, 1.095, 0.401], [1.878, 0.143, 0.875], [2.071, 2.327, -0.211], [3.173, 3.015, -0.575], [3.283, 4.376, -1.166], [4.733, -0.009, 0.426], [4.468, -0.982, 1.386], [5.280, -2.104, 1.460], [6.363, -2.256, 0.602], [6.618, -1.283, -0.354], [5.799, -0.167, -0.455], [6.196, 2.188, 0.571], [5.294, 3.654, 0.977], [6.004, 3.457, -0.641], [1.044, 2.627, -0.313], [2.290, 4.751, -1.403], [3.886, 4.358, -2.077], [3.751, 5.074, -0.466], [3.622, -0.865, 2.049], [5.065, -2.865, 2.201], [6.997, -3.132, 0.671], [7.453, -1.394, -1.035], [5.972, 0.567, -1.232], [-1.581, 2.531, -2.092], [-1.684, 2.435, -0.294], [-3.408, 2.912, -0.199], [-1.627, 0.963, 0.030], [-2.119, 1.671, -2.498], [-0.531, 2.500, -2.389], [-2.027, 3.473, -2.421], [-3.982, 2.346, -0.936], [-3.456, 3.987, -0.389], [-3.754, 2.688, 0.810], [-2.964, -3.275, 1.748], [-2.734, -1.599, 2.581], [-2.451, -1.917, 4.411], [-4.349, -0.649, 2.384], [-5.199, -0.435, 3.473], [-6.368, 0.307, 3.344], [-6.721, 0.841, 2.111], [-5.896, 0.623, 1.012], [-4.721, -0.102, 1.152], [-3.381, -3.986, 2.467], [-2.002, -3.666, 1.400], [-3.648, -3.224, 0.898], [-3.270, -2.489, 4.862], [-2.332, -0.979, 4.965], [-1.528, -2.491, 4.535], [-4.946, -0.852, 4.444], [-7.002, 0.474, 4.208], [-7.626, 1.426, 2.008], [-6.172, 1.030, 0.043], [-4.068, -0.227, 0.292]], "atomic_forces_ev_per_a": [[0.016, 0.283, 0.475], [0.046, 0.222, 0.338], [-0.085, 0.178, -0.272], [0.095, -0.026, -0.117], [0.029, 0.054, -0.021], [-0.010, 0.021, 0.031], [-0.027, -0.082, 0.013], [-0.016, -0.013, 0.229], [0.035, 0.050, 0.059], [-0.020, 0.038, 0.023], [-0.126, 0.103, -0.681], [-0.045, -0.031, -0.010], [-0.011, -0.035, 0.020], [-0.046, -0.090, 0.016], [-0.164, 0.015, -0.143], [-0.171, -0.212, -0.205], [-0.001, 0.048, -0.086], [0.010, -0.050, 0.053], [0.059, 0.074, -0.028], [0.013, -0.005, 0.032], [0.028, 0.002, 0.014], [0.055, -0.010, -0.007], [-0.069, -0.002, 0.014], [0.007, 0.036, 0.016], [-0.007, -0.001, 0.033], [-0.005, 0.015, 0.027], [0.043, -0.031, -0.056], [0.002, 0.044, -0.013], [0.052, -0.018, -0.064], [-0.003, -0.032, 0.011], [-0.083, -0.023, -0.012], [-0.196, -0.006, -0.027], [0.026, 0.003, -0.030], [-0.028, 0.054, -0.034], [0.068, 0.004, -0.003], [0.038, -0.002, 0.030], [-0.009, -0.024, 0.061], [0.023, 0.013, 0.026], [-0.031, -0.150, 0.113], [0.272, -0.029, -0.076], [-0.060, -0.066, -0.009], [0.013, 0.037, -0.005], [0.083, 0.020, 0.009], [0.044, 0.010, -0.058], [-0.166, -0.056, -0.014], [-0.642, -0.496, -0.449], [0.047, -0.033, -0.020], [0.015, -0.053, -0.014], [-0.021, -0.039, 0.017], [-0.019, 0.017, -0.015], [0.145, 0.102, 0.122], [0.031, 0.072, 0.115], [-0.215, 0.086, 0.124], [0.228, -0.082, -0.358], [-0.007, 0.062, 0.283], [0.211, -0.238, 0.040], [-0.480, -0.010, -0.156], [-0.208, -0.014, 0.201], [0.084, 0.024, -0.020], [0.038, 0.009, 0.052], [0.113, 0.016, 0.073], [-0.014, 0.063, 0.062], [-0.001, -0.032, -0.031], [-0.027, -0.015, -0.063], [0.047, 0.107, 0.112], [0.271, 0.129, 0.267], [0.039, -0.083, -0.033], [-0.014, -0.052, 0.025], [-0.001, 0.002, -0.042], [-0.002, 0.069, -0.005], [0.024, 0.002, -0.005], [-0.028, 0.016, 0.021], [-0.017, -0.032, -0.041], [0.076, -0.027, -0.019], [-0.012, 0.053, -0.029], [-0.030, 0.049, 0.006], [-0.029, 0.001, 0.002], [0.024, -0.002, 0.110], [0.064, 0.012, 0.008], [0.026, -0.079, -0.102], [-0.007, -0.019, 0.080], [0.233, 0.025, 0.037], [0.006, 0.048, -0.007], [-0.083, -0.039, 0.043], [0.051, -0.091, 0.012], [0.019, 0.030, 0.069], [-0.051, -0.085, 0.007], [0.026, 0.018, -0.037], [0.166, -0.085, -0.097], [0.314, -0.018, -0.135], [-0.001, 0.005, 0.118], [0.024, 0.192, 0.027], [0.011, -0.017, -0.008], [-0.047, 0.041, -0.031], [0.120, -0.047, 0.004], [-0.038, 0.003, -0.002], [-0.079, -0.023, 0.043], [-0.005, 0.044, -0.041], [-0.101, 0.009, 0.042], [0.053, 0.009, 0.009], [0.049, 0.053, -0.041], [-0.012, -0.091, -0.013], [-0.072, 0.049, 0.029], [-0.004, 0.085, -0.078], [0.035, -0.026, -0.052], [-0.006, -0.028, -0.003], [0.024, -0.009, 0.060], [-0.020, 0.037, 0.052]], "mulliken_charge": [1.354, -0.432, 0.084, -0.337, -0.542, -0.776, -0.324, 0.329, -0.368, -0.540, 0.966, 0.482, 0.160, -0.738, -0.849, -0.879, -1.158, 0.613, -0.263, -0.326, -0.663, -0.731, -0.055, 0.375, 0.408, 0.292, 0.233, 0.443, 0.145, 0.435, 0.418, 0.653, 0.526, -0.134, 0.494, 0.393, 0.432, 0.226, -0.045, 0.767, -0.546, -0.563, -0.886, -0.266, 0.064, -1.945, 0.464, 0.405, 0.413, 0.531, 0.805, 0.407, -1.240, 0.151, 0.798, -0.833, 0.153, -0.621, 0.543, -1.922, 0.435, -0.590, -0.771, -0.509, -1.139, 0.397, 0.483, 0.287, 0.401, 0.335, 0.450, 0.341, 0.377, 0.477, 0.461, 0.395, 0.390, 0.501, -0.867, 0.875, -1.279, -0.691, -0.016, 0.158, 0.573, 0.425, 0.545, 0.244, -1.080, 1.217, -1.405, -0.188, -0.206, -0.670, -0.697, -0.590, 0.716, 0.543, -0.082, 0.363, 0.453, 0.270, 0.348, 0.276, 0.405, 0.381, 0.418, -0.140]}

---

[3]
{"formula": "C3H4FN3O", "method": "the ωB97M-V functional and the def2-TZVPD basis", "e_homo_ev": -8.11, "smiles": "Nc1noc(N)c1F", "e_tot_ev": -12409.2461, "e_above_lowest_kj_mol": 162.4, "gap_ev": 8.901, "elements": ["N", "C", "N", "O", "C", "N", "C", "F", "H", "H", "H", "H"], "coordinates": [[2.466, -0.117, 0.258], [1.119, -0.340, 0.171], [0.631, -1.567, 0.139], [-0.743, -1.487, 0.137], [-1.146, -0.224, 0.162], [-2.464, 0.078, 0.258], [0.084, 0.610, 0.182], [0.141, 1.956, 0.174], [2.810, 0.722, -0.187], [3.008, -0.945, 0.071], [-2.746, 1.005, -0.012], [-3.084, -0.680, 0.020]], "atomic_forces_ev_per_a": [[0.318, 0.079, 0.026], [-1.010, -0.069, -0.018], [1.458, -0.250, -0.023], [-1.170, 0.702, 0.077], [4.235, 2.534, 0.148], [-0.035, -0.395, 0.020], [-3.801, -2.365, -0.172], [0.072, -0.231, 0.055], [-0.083, -0.173, 0.039], [0.116, 0.051, -0.056], [0.019, -0.068, -0.057], [-0.118, 0.185, -0.039]], "mulliken_charge": [-0.485, 0.196, -0.535, -0.143, 0.296, -0.459, 0.446, -0.320, 0.244, 0.262, 0.245, 0.254]}